Computed, not measured: a 2-piece molecular cluster, C4H11O overall at a distorted geometry, with wB97M-V/def2-TZVPD.

Structure (XYZ):
```
16
C4H11O, DFT wB97M-V/def2-TZVPD
C 2.46925 1.31620 -0.78734
O 1.81346 0.29558 -1.48071
H 2.12171 2.31176 -1.16564
H 3.65059 1.13374 -0.66670
H 2.16999 1.30314 0.39824
C -0.90495 0.57240 0.72446
C -0.60989 -0.65602 -0.04948
C -1.58013 -1.88541 0.12373
H -0.22915 1.39967 0.47155
H -1.76235 1.01424 0.36183
H -1.01218 0.51584 1.83979
H -0.57894 -0.41418 -1.15513
H 0.46086 -0.85263 0.37040
H -1.18675 -2.77328 0.75407
H -2.41638 -1.80587 -0.63238
H -2.40514 -1.47519 0.89331
```

Energy relative to the best compared isomer or geometry (same formula, charge and spin) (kJ/mol): 191.33
2S+1: 2
Gap between HOMO and LUMO (spin up / spin down) (Ha): 0.42466 / 0.32358